# 1
The following is a DFT calculation (the ωB97M-V functional and the def2-TZVPD basis) of a cluster of 2 separate species, C4H10S2 in total at a distorted geometry.

CARTESIAN COORDINATES (ANGSTROEM)
C: -1.675 -0.928 -1.165
C: -0.634 -0.067 -1.084
C: -0.818 1.396 -0.561
H: -1.556 -1.989 -1.022
H: -2.733 -0.568 -1.372
H: 0.415 -0.306 -1.213
H: -0.172 1.871 0.211
H: -1.870 1.559 -0.341
H: -0.642 1.984 -1.452
C: 0.981 -1.111 1.767
S: 2.271 -0.852 0.528
S: 2.538 1.221 0.519
H: 0.094 -1.474 1.267
H: 1.320 -1.924 2.453
H: 0.599 -0.169 2.124
H: 1.881 1.356 -0.659

Summary:
**Orbital gap**: 9.301 eV
**ΔE to the lowest compared entry with this formula, charge and spin**: 214.4 kJ/mol
**HOMO energy**: -8.85 eV
**E_tot**: -25978.763 eV
**SMILES string**: C=CC.CSS
**Maximum force**: 0.0448 Eh/bohr

=====

# 2
The following is a DFT calculation (the ωB97M-V functional and the def2-TZVPD basis) of the molecule C9H16N4S2 at a distorted geometry.

CARTESIAN COORDINATES (ANGSTROEM)
C: -1.322 3.781 3.671
S: -0.128 2.502 3.300
C: -0.456 2.139 1.643
N: -1.383 2.651 0.836
N: -1.133 2.238 -0.414
C: -0.151 1.391 -0.348
C: 0.427 0.530 -1.481
N: 0.347 -0.956 -1.218
C: -1.045 -1.321 -1.388
C: -1.303 -2.745 -1.017
S: -0.343 -3.884 -2.028
C: 1.298 -3.177 -1.657
C: 1.227 -1.697 -2.094
N: 0.264 1.269 0.924
C: 1.379 0.454 1.388
H: -2.309 3.329 3.826
H: -0.976 4.260 4.609
H: -1.328 4.539 2.888
H: 0.071 0.891 -2.471
H: 1.514 0.770 -1.445
H: -1.646 -0.615 -0.756
H: -1.371 -1.211 -2.443
H: -1.093 -2.916 0.056
H: -2.317 -3.042 -1.190
H: 2.086 -3.748 -2.188
H: 1.537 -3.286 -0.564
H: 2.224 -1.229 -1.977
H: 0.950 -1.648 -3.154
H: 1.637 -0.428 0.796
H: 1.073 0.048 2.354
H: 2.268 1.110 1.541

Summary:
**Orbital gap**: 8.918 eV
**ΔE to the lowest compared entry with this formula, charge and spin**: 63.2 kJ/mol
**HOMO energy**: -8.32 eV
**E_tot**: -37222.644 eV
**SMILES string**: CSc1nnc(CN2CCSCC2)n1C
**Maximum force**: 0.0458 Eh/bohr

=====

# 3
The following is a DFT calculation (the ωB97M-V functional and the def2-TZVPD basis) of the molecule C21H33N3O4.

CARTESIAN COORDINATES (ANGSTROEM)
C: -4.161 -3.701 -0.040
C: -2.916 -2.841 0.118
O: -2.987 -1.656 -0.682
C: -3.721 -0.647 -0.199
O: -4.313 -0.685 0.844
C: -3.700 0.532 -1.163
C: -4.610 1.669 -0.689
C: -4.044 2.348 0.559
C: -2.597 2.782 0.326
N: -1.793 1.649 -0.094
C: -1.147 0.937 0.847
C: -0.420 -0.259 0.900
N: -0.082 -1.238 0.041
C: 0.956 -2.181 0.389
C: 2.295 -1.809 -0.275
N: 2.604 -0.411 -0.060
C: 3.160 -0.129 1.255
C: 4.644 -0.486 1.386
C: 5.448 0.229 0.304
C: 4.865 -0.102 -1.067
C: 3.360 0.219 -1.136
C: 3.098 1.731 -1.178
C: 1.616 2.042 -1.349
C: -0.174 -0.111 2.342
O: 0.331 -0.809 3.195
C: -0.870 1.228 2.266
O: -1.067 2.174 2.994
C: -2.258 1.054 -1.322
H: -4.040 -4.619 0.526
H: -5.031 -3.169 0.336
H: -4.321 -3.947 -1.088
H: -2.027 -3.365 -0.238
H: -2.782 -2.552 1.165
H: -4.039 0.153 -2.133
H: -4.703 2.401 -1.496
H: -5.602 1.274 -0.469
H: -4.076 1.650 1.396
H: -4.650 3.217 0.816
H: -2.548 3.537 -0.466
H: -2.171 3.195 1.240
H: -0.177 -1.060 -0.950
H: 0.660 -3.181 0.053
H: 1.046 -2.192 1.474
H: 2.199 -1.977 -1.353
H: 3.066 -2.498 0.101
H: 2.580 -0.669 2.003
H: 3.026 0.938 1.451
H: 4.996 -0.200 2.378
H: 4.777 -1.566 1.284
H: 5.412 1.307 0.473
H: 6.496 -0.077 0.344
H: 5.391 0.450 -1.848
H: 5.003 -1.169 -1.261
H: 2.972 -0.189 -2.079
H: 3.660 2.148 -2.016
H: 3.458 2.207 -0.267
H: 1.454 3.116 -1.383
H: 1.055 1.633 -0.513
H: 1.237 1.607 -2.272
H: -2.244 1.826 -2.099
H: -1.597 0.243 -1.622

Summary:
**Orbital gap**: 8.097 eV
**ΔE to the lowest compared entry with this formula, charge and spin**: 175.9 kJ/mol
**HOMO energy**: -7.67 eV
**E_tot**: -34972.915 eV
**SMILES string**: CCOC(=O)[C@H]1CCCN(c2c(NCCN3CCCC[C@@H]3CC)c(=O)c2=O)C1
**Maximum force**: 0.0143 Eh/bohr

=====

# 4
The following is a DFT calculation (the ωB97M-V functional and the def2-TZVPD basis) of a structure of composition C24H51FIN2O14P2S2 at a distorted geometry.

CARTESIAN COORDINATES (ANGSTROEM)
C: 0.375 4.348 1.204
C: 1.285 3.370 0.453
C: 0.425 2.424 -0.424
C: 1.234 1.933 -1.663
C: 1.292 0.402 -1.937
N: 1.560 0.273 -3.367
C: -0.051 -0.265 -1.732
F: -1.024 0.066 -2.649
C: 0.352 -1.828 -1.681
O: -0.383 -2.302 -0.572
C: -1.713 -2.758 -0.848
C: -2.406 -2.958 0.496
C: -1.579 -3.766 1.498
P: -0.211 -2.534 -3.349
O: -0.073 -4.002 -3.380
C: 1.919 -1.873 -1.468
I: 3.041 -2.669 -3.167
C: 2.091 -2.932 -0.363
P: 3.763 -3.586 -0.051
O: 4.873 -2.642 -0.280
O: 3.986 -4.964 -0.785
O: 3.735 -3.980 1.496
N: 2.237 -0.428 -1.101
C: 3.614 0.047 -1.319
O: 1.680 -0.274 0.192
C: 2.645 -0.084 1.236
C: 1.910 -0.175 2.601
C: 0.380 -0.240 2.446
C: 2.360 -1.433 3.387
C: 3.633 -1.251 4.254
C: 4.561 -0.115 3.812
C: 3.336 -1.086 5.761
H: -0.231 4.935 0.520
H: 0.960 4.978 1.867
H: -0.289 3.770 1.848
H: 1.807 2.779 1.205
H: 2.002 3.935 -0.140
H: -0.399 3.042 -0.771
H: 0.115 1.625 0.234
H: 2.210 2.413 -1.629
H: 0.733 2.352 -2.526
H: 0.784 0.662 -3.889
H: 2.362 0.842 -3.623
H: -0.531 -0.092 -0.782
H: -2.302 -2.018 -1.388
H: -1.730 -3.725 -1.344
H: -3.281 -3.562 0.260
H: -2.799 -2.026 0.891
H: -2.270 -4.340 2.111
H: -0.924 -4.492 1.027
H: -1.042 -3.137 2.200
H: 0.477 -1.862 -4.372
H: -1.568 -2.220 -3.541
H: 1.480 -3.780 -0.670
H: 1.696 -2.649 0.607
H: 4.806 -4.868 -1.302
H: 4.439 -3.446 1.905
H: 3.751 1.059 -0.962
H: 3.882 -0.001 -2.364
H: 4.342 -0.569 -0.796
H: 3.116 0.894 1.199
H: 3.407 -0.858 1.234
H: 2.126 0.722 3.171
H: 0.081 -1.111 1.869
H: -0.070 0.678 2.077
H: -0.032 -0.393 3.441
H: 2.553 -2.214 2.653
H: 1.529 -1.697 4.030
H: 4.218 -2.164 4.150
H: 4.839 -0.266 2.768
H: 5.485 -0.138 4.384
H: 4.126 0.871 3.947
H: 3.474 -0.047 6.053
H: 4.093 -1.636 6.313
H: 2.355 -1.442 6.062
C: -2.575 3.663 -3.865
C: -3.170 2.970 -2.659
O: -3.103 3.945 -1.613
S: -3.287 5.415 -2.239
O: -4.640 5.806 -2.090
O: -2.213 6.221 -1.793
O: -3.044 5.011 -3.776
H: -1.482 3.677 -3.820
H: -2.892 3.215 -4.803
H: -2.620 2.075 -2.375
H: -4.218 2.713 -2.824
C: -7.388 1.512 0.356
C: -6.970 1.822 -1.066
O: -5.951 0.850 -1.356
S: -6.272 -0.512 -0.571
O: -6.920 -1.413 -1.449
O: -5.102 -0.865 0.150
O: -7.359 0.079 0.443
H: -6.672 1.912 1.077
H: -8.382 1.883 0.589
H: -6.578 2.831 -1.175
H: -7.793 1.673 -1.768

Summary:
**Orbital gap**: 9.360 eV
**HOMO energy**: -12.60 eV
**E_tot**: -108417.962 eV
**Maximum force**: 0.0722 Eh/bohr
**Charge**: +1